No. 1
ORCA calculation (ωB97M-V/def2-TZVPD) on 2 unconnected molecules or ions with the total composition C4H12NO2.

LUMO energy (alpha / beta) = 0.82 / -2.35 eV
<S²> = 0.7547
HOMO (alpha / beta) = -0.3433 / -0.3416 Eh
largest force on an atom = 0.0520 hartree/bohr
multiplicity = 2
Kohn-Sham gap (alpha / beta) = 10.16 / 6.94 eV
relative energy (zero: lowest compared OMol25 entry of this formula, charge and spin) = 20.5 kcal/mol
DFT total energy = -364.72714 Eh

Each atom is followed by the atoms it is bonded to, with distances in Å.
Atoms and positions in Å:
1 C -0.79 0.17 1.01  N2 1.490, C5 1.573, H7 1.085, H8 1.092
2 N 0.17 1.28 0.78  C1 1.490, C3 1.462, H9 1.004
3 C -0.10 2.16 -0.36  N2 1.462, O4 1.321, H10 1.127, H11 1.107
4 O -0.48 1.55 -1.46  C3 1.321
5 C 0.06 -1.08 1.45  C1 1.573, C6 1.531, H12 1.087, H13 1.100
6 C 0.07 -2.16 0.37  C5 1.531, H14 1.091, H15 1.090, H16 1.079
7 H -1.37 -0.07 0.13  C1 1.085
8 H -1.36 0.55 1.86  C1 1.092
9 H 1.12 0.95 0.78  N2 1.004
10 H 0.86 2.73 -0.57  C3 1.127
11 H -0.74 3.02 -0.11  C3 1.107
12 H 1.04 -0.81 1.83  C5 1.087
13 H -0.56 -1.49 2.27  C5 1.100
14 H 0.68 -1.87 -0.49  C6 1.091
15 H -0.90 -2.30 -0.11  C6 1.090
16 H 0.32 -3.11 0.81  C6 1.079
17 H 1.40 0.34 -3.03  O19 0.967
18 H 0.00 0.33 -2.28  O19 0.991
19 O 0.60 -0.18 -2.88  H17 0.967, H18 0.991

=====

No. 2
ORCA calculation (ωB97M-V/def2-TZVPD) on a single C4H6O2 molecule.

LUMO energy = 0.39 eV
HOMO = -0.3190 Eh
largest force on an atom = 0.0245 hartree/bohr
Kohn-Sham gap = 9.07 eV
relative energy (zero: lowest compared OMol25 entry of this formula, charge and spin) = 126.0 kcal/mol
DFT total energy = -306.30555 Eh

Each atom is followed by the atoms it is bonded to, with distances in Å.
Atoms and positions in Å:
1 O 0.02 1.18 1.02  C2 1.311, C3 1.454
2 C -0.48 0.92 2.20  O1 1.311, H7 1.101
3 C -0.85 0.45 0.12  O1 1.454, C4 1.489, H8 1.092, H9 1.096
4 C 0.03 0.09 -1.03  C3 1.489, C5 1.462, O6 1.412, H10 1.088
5 C 0.92 -1.06 -0.89  C4 1.462, O6 1.422, H11 1.088, H12 1.092
6 O -0.29 -1.15 -1.63  C4 1.412, C5 1.422
7 H 0.42 0.86 2.83  C2 1.101
8 H -1.75 1.03 -0.11  C3 1.092
9 H -1.14 -0.48 0.62  C3 1.096
10 H 0.31 0.90 -1.70  C4 1.088
11 H 1.84 -1.10 -1.48  C5 1.088
12 H 0.95 -1.63 0.04  C5 1.092

=====

Repeat the second record exactly.
ORCA calculation (ωB97M-V/def2-TZVPD) on a single C4H6O2 molecule.

LUMO energy = 0.39 eV
HOMO = -0.3190 Eh
largest force on an atom = 0.0245 hartree/bohr
Kohn-Sham gap = 9.07 eV
relative energy (zero: lowest compared OMol25 entry of this formula, charge and spin) = 126.0 kcal/mol
DFT total energy = -306.30555 Eh

Each atom is followed by the atoms it is bonded to, with distances in Å.
Atoms and positions in Å:
1 O 0.02 1.18 1.02  C2 1.311, C3 1.454
2 C -0.48 0.92 2.20  O1 1.311, H7 1.101
3 C -0.85 0.45 0.12  O1 1.454, C4 1.489, H8 1.092, H9 1.096
4 C 0.03 0.09 -1.03  C3 1.489, C5 1.462, O6 1.412, H10 1.088
5 C 0.92 -1.06 -0.89  C4 1.462, O6 1.422, H11 1.088, H12 1.092
6 O -0.29 -1.15 -1.63  C4 1.412, C5 1.422
7 H 0.42 0.86 2.83  C2 1.101
8 H -1.75 1.03 -0.11  C3 1.092
9 H -1.14 -0.48 0.62  C3 1.096
10 H 0.31 0.90 -1.70  C4 1.088
11 H 1.84 -1.10 -1.48  C5 1.088
12 H 0.95 -1.63 0.04  C5 1.092

=====

> Among the records above, which one has the lowest DFT total energy?

C4H12NO2

=====

Please write out number 1 again, unchanged.
ORCA calculation (ωB97M-V/def2-TZVPD) on 2 unconnected molecules or ions with the total composition C4H12NO2.

LUMO energy (alpha / beta) = 0.82 / -2.35 eV
<S²> = 0.7547
HOMO (alpha / beta) = -0.3433 / -0.3416 Eh
largest force on an atom = 0.0520 hartree/bohr
multiplicity = 2
Kohn-Sham gap (alpha / beta) = 10.16 / 6.94 eV
relative energy (zero: lowest compared OMol25 entry of this formula, charge and spin) = 20.5 kcal/mol
DFT total energy = -364.72714 Eh

Each atom is followed by the atoms it is bonded to, with distances in Å.
Atoms and positions in Å:
1 C -0.79 0.17 1.01  N2 1.490, C5 1.573, H7 1.085, H8 1.092
2 N 0.17 1.28 0.78  C1 1.490, C3 1.462, H9 1.004
3 C -0.10 2.16 -0.36  N2 1.462, O4 1.321, H10 1.127, H11 1.107
4 O -0.48 1.55 -1.46  C3 1.321
5 C 0.06 -1.08 1.45  C1 1.573, C6 1.531, H12 1.087, H13 1.100
6 C 0.07 -2.16 0.37  C5 1.531, H14 1.091, H15 1.090, H16 1.079
7 H -1.37 -0.07 0.13  C1 1.085
8 H -1.36 0.55 1.86  C1 1.092
9 H 1.12 0.95 0.78  N2 1.004
10 H 0.86 2.73 -0.57  C3 1.127
11 H -0.74 3.02 -0.11  C3 1.107
12 H 1.04 -0.81 1.83  C5 1.087
13 H -0.56 -1.49 2.27  C5 1.100
14 H 0.68 -1.87 -0.49  C6 1.091
15 H -0.90 -2.30 -0.11  C6 1.090
16 H 0.32 -3.11 0.81  C6 1.079
17 H 1.40 0.34 -3.03  O19 0.967
18 H 0.00 0.33 -2.28  O19 0.991
19 O 0.60 -0.18 -2.88  H17 0.967, H18 0.991

=====

> Which of these has the highest DFT total energy?

C4H6O2